{"formula": "C46H51BrN4O4S3SeSr", "method": "ωB97M-V/def2-TZVPD", "species": ["Sr", "C", "C", "C", "C", "C", "C", "C", "Se", "C", "C", "C", "C", "C", "C", "O", "C", "C", "C", "C", "C", "C", "C", "C", "C", "O", "C", "C", "C", "C", "C", "C", "H", "H", "H", "H", "H", "H", "H", "H", "H", "H", "H", "H", "H", "H", "H", "H", "H", "H", "H", "H", "H", "H", "H", "H", "H", "H", "H", "H", "H", "H", "H", "H", "H", "H", "H", "H", "H", "H", "H", "H", "S", "C", "S", "S", "O", "N", "O", "C", "C", "C", "C", "C", "C", "N", "C", "C", "N", "C", "C", "C", "C", "H", "H", "H", "H", "H", "H", "H", "Br", "C", "C", "C", "C", "C", "N", "H", "H", "H", "H"], "coordinates": [[-0.8863, -1.2363, -0.0726], [-0.5016, 6.7411, 0.4355], [-1.6836, 5.9791, -0.1811], [-1.6420, 6.1862, -1.6949], [-2.9933, 6.5836, 0.3449], [-1.5905, 4.5004, 0.1949], [-1.4241, 3.4729, -0.7360], [-1.2487, 2.1543, -0.3685], [-1.2157, 0.8305, -1.9006], [0.8235, 0.8154, -2.0942], [1.3105, 1.7264, -3.0072], [2.6660, 1.8834, -3.3075], [3.5446, 1.0408, -2.6491], [3.1323, 0.0957, -1.7114], [1.7493, -0.0474, -1.3733], [1.3948, -0.9007, -0.4662], [4.1602, -0.8473, -1.0641], [3.8524, -2.2839, -1.5095], [5.5981, -0.5398, -1.4935], [4.1289, -0.7360, 0.4687], [3.1024, 2.9463, -4.3153], [2.6303, 4.3301, -3.8456], [4.6213, 2.9977, -4.4814], [2.4824, 2.6486, -5.6878], [-1.1639, 1.7708, 1.0326], [-0.7863, 0.6043, 1.4008], [-1.5155, 2.7991, 1.9664], [-1.6604, 4.1095, 1.5234], [-1.6611, 2.5544, 3.4834], [-0.4385, 3.1344, 4.2086], [-1.7931, 1.0802, 3.8868], [-2.9292, 3.2509, 4.0054], [-0.5383, 7.8046, 0.1708], [0.4436, 6.3270, 0.0791], [-0.5101, 6.6594, 1.5241], [-1.7139, 7.2547, -1.9225], [-2.4703, 5.6772, -2.1913], [-0.7109, 5.8114, -2.1240], [-3.0715, 7.6418, 0.0687], [-3.0549, 6.5140, 1.4322], [-3.8517, 6.0523, -0.0707], [-1.4390, 3.6954, -1.7958], [0.5838, 2.3506, -3.5178], [4.6015, 1.1217, -2.8639], [3.9556, -2.3698, -2.5939], [2.8331, -2.5621, -1.2479], [4.5489, -2.9929, -1.0402], [5.7446, -0.6881, -2.5663], [6.2764, -1.2186, -0.9666], [5.8897, 0.4829, -1.2437], [3.1205, -0.8795, 0.8462], [4.4725, 0.2555, 0.7766], [4.7970, -1.4839, 0.9162], [3.0454, 4.5609, -2.8625], [1.5437, 4.3678, -3.7614], [2.9466, 5.1069, -4.5513], [5.1200, 3.2265, -3.5370], [4.8861, 3.7777, -5.2022], [5.0177, 2.0495, -4.8517], [1.3932, 2.6509, -5.6347], [2.7933, 1.6635, -6.0415], [2.7920, 3.3991, -6.4244], [-1.8347, 4.8772, 2.2729], [0.4720, 2.6355, 3.8702], [-0.5252, 2.9926, 5.2931], [-0.3323, 4.2031, 4.0075], [-0.8855, 0.5262, 3.6738], [-2.6057, 0.5904, 3.3474], [-2.0059, 1.0314, 4.9634], [-2.9117, 4.3317, 3.8605], [-3.0378, 3.0618, 5.0792], [-3.8130, 2.8599, 3.4973], [-4.3285, -2.5713, -2.8460], [-3.0861, -1.7277, -2.1385], [-3.4713, -0.5155, -0.8020], [-1.3657, -1.9402, -2.7174], [-1.8658, -9.8707, -0.3564], [-2.5985, -8.8923, -0.2239], [-3.8194, -8.9796, -0.1597], [-1.9697, -7.5686, -0.1231], [-0.6215, -7.5649, -0.1204], [0.1124, -6.3612, 0.0683], [1.5192, -6.3404, 0.0972], [2.1643, -5.1664, 0.3600], [1.3783, -4.0189, 0.5979], [0.0662, -4.0115, 0.5442], [-0.5699, -5.1603, 0.2593], [-2.0161, -5.1377, 0.1593], [-2.5934, -3.9284, 0.2485], [-3.8980, -3.8488, 0.1262], [-4.7113, -4.9757, -0.0723], [-4.1392, -6.2125, -0.1463], [-2.7334, -6.3331, -0.0292], [-0.0913, -8.4996, -0.2318], [2.0703, -7.2547, -0.0943], [3.2422, -5.0952, 0.3802], [1.8551, -3.0699, 0.8197], [-4.3211, -2.8466, 0.1670], [-5.7776, -4.8458, -0.1910], [-4.7290, -7.0985, -0.3068], [1.3031, -1.4598, 3.1719], [-0.3120, -2.2793, 3.6949], [-0.4245, -2.7370, 5.0099], [-1.6345, -3.2766, 5.3934], [-2.6830, -3.3282, 4.4857], [-2.4570, -2.8497, 3.2050], [-1.2836, -2.3549, 2.8192], [0.4124, -2.6535, 5.6875], [-1.7627, -3.6485, 6.4035], [-3.6536, -3.7263, 4.7472], [-3.2337, -2.8607, 2.4542]], "mulliken_charge": [0.676, -1.642, 2.265, -2.083, -1.721, -0.489, -0.075, 0.326, -0.295, 0.067, -0.648, -1.074, 0.161, -0.487, 1.072, -1.073, 2.543, -1.300, -2.584, -1.513, 2.359, -1.747, -2.272, -1.761, 0.580, -0.149, -0.863, -0.758, 2.592, -1.768, -2.054, -1.868, 0.470, 0.324, 0.292, 0.457, 0.382, 0.253, 0.460, 0.307, 0.347, 0.344, 0.332, 0.467, 0.311, 0.085, 0.387, 0.402, 0.471, 0.446, -0.227, 0.399, 0.458, 0.344, 0.338, 0.468, 0.378, 0.437, 0.407, 0.302, 0.368, 0.454, 0.126, 0.255, 0.462, 0.326, 0.081, 0.415, 0.521, 0.365, 0.467, 0.375, -0.368, 0.342, -0.199, -0.231, -0.671, 1.047, -0.641, -0.451, -0.474, 1.063, -0.812, -1.137, -0.117, 0.353, -0.437, -0.219, 0.729, -0.615, -1.099, -0.805, 0.846, 0.548, 0.399, 0.482, 0.370, 0.566, 0.430, 0.538, -0.087, 0.182, -0.730, -0.349, -0.958, -0.345, 0.685, 0.462, 0.363, 0.447, 0.424], "orbital_gap_ev": 3.74, "charge": -2, "e_homo_ev": -1.2, "relative_energy_kj_mol": 195.90}

{"formula": "C4H11NO2S", "method": "ωB97M-V/def2-TZVPD", "species": ["C", "C", "C", "S", "C", "N", "O", "H", "H", "H", "H", "H", "H", "H", "H", "H", "H", "H", "O"], "coordinates": [[-0.0605, -1.5612, 0.5266], [-1.0882, -0.4092, 0.4123], [-0.5260, 0.9815, 0.6869], [0.1580, 1.9389, -0.6548], [-0.5424, -2.8530, -0.1364], [-1.8454, -3.1956, 0.0015], [0.2868, -3.6291, -0.5784], [0.1936, -1.7216, 1.5697], [0.8048, -1.2430, -0.0399], [-1.5007, -0.3995, -0.6020], [-1.9309, -0.6898, 1.0254], [-1.2674, 1.5030, 1.3015], [0.2445, 0.9021, 1.4696], [0.8214, 0.9731, -1.2995], [-2.0963, -4.1199, -0.2826], [-2.5762, -2.7407, 0.5224], [2.1608, 4.9093, -0.3032], [2.7239, 5.0589, 1.1243], [2.9814, 4.9594, 0.2031]], "mulliken_charge": [-0.199, -0.763, -0.697, -0.239, 0.354, -0.336, -0.613, 0.269, 0.237, 0.411, 0.343, 0.388, 0.325, 0.116, 0.233, 0.174, 0.313, 0.312, -0.628], "smiles": "NC(=O)CCCS.O", "orbital_gap_ev": 9.91, "e_homo_ev": -9.3, "relative_energy_kj_mol": 49.30}

{"formula": "C5H10BeO3", "method": "ωB97M-V/def2-TZVPD", "species": ["C", "O", "C", "C", "O", "C", "H", "H", "H", "H", "H", "H", "H", "H", "H", "Be", "O", "C", "H"], "coordinates": [[0.1430, 2.3036, -0.2728], [-0.8391, 1.2568, -0.5880], [-1.3880, 0.4750, 0.4434], [-1.2150, -0.9973, 0.1244], [0.1801, -1.2642, -0.0568], [0.5122, -2.6354, -0.2172], [-0.0232, 3.1048, -1.0100], [-0.0936, 2.6774, 0.7440], [-2.4633, 0.6823, 0.5534], [-0.8786, 0.6837, 1.4000], [-1.7585, -1.2768, -0.7912], [-1.5850, -1.6074, 0.9617], [1.5944, -2.6845, -0.3806], [0.2354, -3.1903, 0.6898], [-0.0389, -3.0592, -1.0691], [0.9485, 0.2034, -0.6397], [2.0927, 0.8796, 0.6919], [1.9622, 1.7772, -0.3378], [2.6148, 2.6714, -0.2454]], "mulliken_charge": [-0.539, -0.390, -0.450, -0.402, 0.277, -0.688, 0.335, 0.350, 0.357, 0.354, 0.367, 0.382, 0.246, 0.293, 0.325, -0.481, -0.512, -0.174, 0.350], "orbital_gap_ev": [5.93, 5.93], "e_homo_ev": [-5.6, -5.6], "relative_energy_kj_mol": 262.70}

{"formula": "C20H31NO2", "method": "ωB97M-V/def2-TZVPD", "species": ["C", "C", "C", "C", "C", "C", "C", "C", "C", "H", "O", "C", "H", "H", "H", "O", "C", "C", "H", "C", "H", "H", "C", "N", "C", "C", "C", "C", "H", "H", "H", "C", "C", "H", "H", "H", "H", "H", "H", "H", "H", "H", "H", "H", "H", "H", "H", "H", "H", "H", "H", "H", "H", "H"], "coordinates": [[-5.3684, -2.3443, -1.6893], [-6.2773, -2.2513, -0.7382], [-6.1127, -1.5177, 0.5640], [-4.8048, -0.7891, 0.6818], [-3.7282, -1.3456, 1.3425], [-2.5172, -0.6701, 1.4237], [-2.3636, 0.5747, 0.8396], [-3.4572, 1.1474, 0.1511], [-4.6553, 0.4626, 0.0859], [-5.4984, 0.8855, -0.4379], [-3.2187, 2.3697, -0.4093], [-4.2608, 2.9908, -1.1156], [-3.8512, 3.9334, -1.4759], [-5.1220, 3.1955, -0.4701], [-4.5859, 2.3880, -1.9709], [-1.2321, 1.3264, 0.8653], [-0.0673, 0.7850, 1.4513], [1.0644, 1.7935, 1.2742], [1.9757, 1.3593, 1.6849], [1.2940, 2.1709, -0.1889], [0.3558, 2.5311, -0.6121], [2.0148, 2.9892, -0.2288], [1.7853, 0.9955, -1.0372], [2.9016, 0.2947, -0.4261], [3.0786, -1.0386, -0.9690], [4.1280, -1.8009, -0.1660], [5.4675, -1.0681, -0.2031], [6.5207, -1.7880, 0.6322], [7.4688, -1.2561, 0.5929], [6.6776, -2.7986, 0.2613], [6.2043, -1.8491, 1.6713], [5.2368, 0.3572, 0.2947], [4.1435, 1.0393, -0.5213], [3.9776, 2.0456, -0.1335], [4.4731, 1.1298, -1.5749], [4.9284, 0.3259, 1.3413], [6.1581, 0.9391, 0.2255], [5.8135, -1.0240, -1.2429], [3.7903, -1.8788, 0.8690], [4.2333, -2.8094, -0.5709], [2.1219, -1.5654, -0.9114], [3.3837, -1.0056, -2.0329], [0.9670, 0.2812, -1.1510], [2.0412, 1.3631, -2.0482], [0.8147, 2.6962, 1.8338], [0.1969, -0.1658, 0.9716], [-0.2314, 0.5992, 2.5229], [-1.6967, -1.1286, 1.9524], [-3.8214, -2.3172, 1.8046], [-6.2079, -2.2434, 1.3776], [-6.9426, -0.8107, 0.6635], [-7.2404, -2.7331, -0.8570], [-5.5545, -2.8918, -2.5979], [-4.4014, -1.8785, -1.5986]], "mulliken_charge": [-0.714, -0.130, -1.144, -0.181, -0.919, -0.586, 0.822, 0.894, -0.120, 0.413, -0.414, -0.956, 0.229, 0.368, 0.380, -0.293, -0.850, -0.918, 0.374, -0.934, 0.525, 0.405, -1.266, 0.719, -0.925, -0.847, 0.598, -1.702, 0.419, 0.406, 0.359, -0.939, -0.738, 0.343, 0.324, 0.263, 0.396, 0.199, 0.260, 0.393, 0.437, 0.359, 0.620, 0.299, 0.443, 0.478, 0.492, 0.379, 0.357, 0.387, 0.364, 0.356, 0.279, 0.238], "smiles": "C=CCc1ccc(OCCCCN2CCC(C)CC2)c(OC)c1", "orbital_gap_ev": 8.77, "e_homo_ev": -7.9, "relative_energy_kj_mol": 124.49}